Entry 1:
13
Properties=species:S:1:pos:R:3:forces:R:3 method="wB97M-V/def2-TZVPD" spin_multiplicity=1 orbital_gap_ev=10.366 fmax_ha_per_bohr=0.046 molar_mass_g_mol=90.097 homo_ev=-9.387
C -3.72670 -0.38091 -0.52905 0.5 1.4 1.7
O -2.75898 -1.00910 -0.59905 1.5 -1.7 -0.7
H 2.81241 -0.00276 1.58209 0.4 0.4 1.0
C 1.79722 0.50965 -0.10705 0.1 0.8 -0.2
C 0.50134 0.54996 -0.31079 -0.7 -0.2 -0.3
C 2.45818 -0.49485 0.70883 -0.1 1.2 0.2
H 1.71599 -1.16651 1.00715 -0.7 -1.7 0.4
H 2.36828 1.36819 -0.49354 -0.1 -0.4 0.4
H -0.29496 -0.18910 -0.14163 0.7 0.2 0.4
H 0.22497 1.46432 -0.74242 -1.1 1.0 -0.9
H 3.31242 -0.85969 0.24382 1.4 -1.3 -0.9
F -4.07673 0.16442 0.64410 -0.6 0.1 0.6
H -4.33343 0.04636 -1.26246 -1.3 0.2 -1.6


Entry 2:
17
Properties=species:S:1:pos:R:3:forces:R:3 method="wB97M-V/def2-TZVPD" spin_multiplicity=1 orbital_gap_ev=8.174 charge=-1 fmax_ha_per_bohr=0.027 molar_mass_g_mol=117.128 homo_ev=-4.154
C -0.17623 0.74810 1.35693 -0.8 0.0 1.1
C 1.58125 2.16518 0.97294 -0.3 0.7 -0.1
H 1.09427 -1.85157 -3.10796 0.0 0.1 -0.1
H -1.84046 -0.55638 1.12774 0.1 -0.1 -0.2
C -0.02969 -1.66032 -1.40503 0.8 0.3 -0.3
H -1.60685 0.54312 -0.22001 -0.3 0.1 0.0
O -0.96784 -2.20305 -0.80003 -0.3 -0.1 0.2
N 0.53753 -2.41343 -2.49015 0.0 -0.3 0.1
O 0.55112 -0.55988 -1.19927 -0.3 -0.3 0.1
C -1.58794 0.47090 0.86244 0.3 -0.2 0.4
H 2.00946 3.12395 0.68150 0.1 0.0 0.0
H 0.48424 -0.06637 1.08054 0.2 0.1 -0.4
H -0.10690 -3.04167 -2.94311 0.0 0.0 0.0
H -0.23437 0.75018 2.46052 0.1 0.1 -0.1
N 0.32138 2.06983 0.96971 0.7 -0.6 0.0
H 2.28435 1.37752 1.26880 -0.2 -0.2 -0.2
H -2.31333 1.10389 1.38443 0.1 0.3 -0.4


Number 1: energy -331.6629 hartree. Number 2: energy -417.8529 hartree.